88
Properties=species:S:1:pos:R:3 method="wB97M-V/def2-TZVPD" e_homo_ev=-4.650 total_charge=-1 de_lowest_kcal_mol=0.0 lumo_ev=2.309
C -1.4850 -2.1175 -3.4717
C -1.0729 -3.1541 -2.4728
H -1.1985 -2.4047 -4.4884
H -1.0417 -1.1347 -3.2473
H -2.5766 -1.9797 -3.4664
C -0.5924 -4.3673 -2.7833
C -0.4009 -4.9255 -4.1542
H -0.2984 -5.0429 -1.9774
H -0.6267 -4.2150 -4.9566
H -1.0240 -5.8159 -4.3187
H 0.6395 -5.2578 -4.2763
Ca -0.0893 0.3071 -0.4191
Cl -2.4843 0.0336 0.6827
Cl -0.2309 1.5803 -2.6793
H 0.6716 4.7152 3.2886
H -1.4854 5.6173 2.0361
C 1.0307 4.4048 2.2995
C -1.0139 5.2531 1.1124
N -0.1148 4.1485 1.4275
H 1.6201 3.4891 2.3861
C -0.2711 2.9669 0.8487
O 0.5322 2.0080 0.9887
H -1.7810 4.8658 0.4300
H -1.1769 2.8639 0.2170
H 1.6473 5.2090 1.8783
H -0.4539 6.0643 0.6223
H 1.5211 -1.7020 -3.3133
H 2.3924 -3.7707 -2.1660
C 2.3338 -1.0982 -2.8802
C 3.2542 -3.1525 -1.8625
N 2.8459 -1.7645 -1.6859
H 1.9586 -0.0954 -2.6466
C 2.7788 -1.2236 -0.4597
O 2.2806 -0.1116 -0.1913
H 3.6547 -3.5203 -0.9104
H 3.2016 -1.8887 0.3283
H 3.1420 -1.0338 -3.6228
H 4.0313 -3.2123 -2.6374
O -0.0530 -1.8632 -0.8110
C -1.0843 -2.6981 -1.0081
C 0.1239 -4.2563 0.6205
C -1.0746 -3.8271 0.0406
H 1.0503 -3.7728 0.3110
C 0.1101 -5.2595 1.5945
H -2.0284 -2.1325 -0.8649
C -2.2837 -4.3909 0.4467
H 1.0524 -5.5747 2.0477
C -1.1021 -5.8495 1.9634
C -2.3008 -5.4135 1.3948
H -3.2072 -4.0151 0.0039
H -1.1081 -6.6444 2.7092
H -3.2488 -5.8701 1.6834
Si -0.3933 4.8180 -5.6772
Cl -0.6341 3.3713 -7.1351
C 1.4346 4.8387 -5.2635
C -1.4819 4.3031 -4.2567
C -0.9530 6.4623 -6.3960
H 1.7457 3.8466 -4.9114
H 1.6542 5.5695 -4.4745
H 2.0267 5.0985 -6.1510
H -0.3509 6.7303 -7.2740
H -0.8557 7.2685 -5.6561
H -2.0051 6.4108 -6.7059
H -1.1613 3.3134 -3.8922
H -2.5308 4.2227 -4.5678
H -1.4095 4.9959 -3.4090
C 3.0326 -1.9467 3.6137
C 1.5653 -2.3304 3.7308
P 0.4989 -1.2387 2.7330
C -1.1804 -1.9015 3.1434
C -1.5078 -2.2891 4.5714
C 0.6696 0.3651 3.6536
C 0.7249 0.3931 5.1703
H 3.3717 -1.9874 2.5734
H 3.6394 -2.6520 4.1894
H 3.2345 -0.9429 4.0029
H 1.4089 -3.3559 3.3674
H 1.2209 -2.2781 4.7690
H -1.8864 -1.1475 2.7518
H -1.2943 -2.7809 2.4878
H -1.5436 -1.4283 5.2479
H -2.5094 -2.7362 4.5597
H -0.8158 -3.0426 4.9656
H 1.6046 0.7831 3.2440
H -0.1423 1.0033 3.2767
H 1.5188 -0.2400 5.5809
H 0.9493 1.4254 5.4652
H -0.2303 0.1296 5.6352


27
Properties=species:S:1:pos:R:3 method="wB97M-V/def2-TZVPD" e_homo_ev=-9.676 lumo_ev=0.455
C 1.0029 -0.7513 -3.1346
C -0.4146 -0.8038 -2.5045
C -0.6012 0.1077 -1.2147
Br 0.5565 1.6868 -1.4200
C -0.3329 -0.7440 0.0605
C -1.5784 -0.8685 1.0023
O -2.4201 0.2821 0.9976
S -1.8275 1.3046 2.1841
O -2.6326 2.5436 2.1308
O -0.3514 1.7399 1.5610
C 0.6786 0.8194 1.9166
N 1.9442 1.5566 2.0359
C 0.9117 -0.3302 0.8951
H 1.1448 -1.6662 -3.7414
H 1.1426 0.0947 -3.8185
H 1.8154 -0.7621 -2.3933
H -0.6621 -1.8551 -2.2974
H -1.1459 -0.4471 -3.2494
H -1.6313 0.4784 -1.2838
H -0.1391 -1.7733 -0.2855
H -1.2571 -1.0493 2.0492
H -2.1352 -1.7735 0.7169
H 0.4487 0.4354 2.9330
H 2.6279 0.8647 2.3164
H 1.8663 2.2581 2.7623
H 1.8039 -0.1273 0.2838
H 1.1858 -1.2201 1.4976


26
Properties=species:S:1:pos:R:3 method="wB97M-V/def2-TZVPD" e_homo_ev=-13.137 total_charge=+1 de_lowest_kcal_mol=0.0 lumo_ev=-3.503
Ag -0.8208 -0.0020 0.7096
O -0.6688 0.1770 2.9406
H -0.6888 1.0720 3.2116
H 0.1422 -0.0670 3.3416
O -3.0648 -0.7590 1.1216
H -3.3438 -1.0720 0.2426
H -3.1208 -1.5210 1.7186
O 1.9052 -0.1540 1.2366
H 1.8692 0.7820 1.5296
H 1.9992 -0.6430 2.0606
O -0.7068 -2.5520 1.1226
H 0.0822 -2.9790 1.2786
H -1.2408 -2.7040 1.8946
O -1.3898 2.4070 0.7106
H -0.5058 2.7320 0.4506
H -1.8128 2.3540 -0.1084
C 1.7642 0.3270 -2.2694
C 0.2822 0.3840 -2.4744
O -0.4028 -0.4000 -1.5614
O 2.4612 1.1820 -3.0924
H 2.1372 -0.6730 -2.2904
H 1.8652 0.6460 -1.2354
H 0.1722 0.0470 -3.5024
H -0.1148 1.4180 -2.4114
H -0.1118 -1.2370 -1.8644
H 3.3142 1.2340 -2.7604


42
Properties=species:S:1:pos:R:3 method="wB97M-V/def2-TZVPD" e_homo_ev=-8.468 de_lowest_kcal_mol=0.0 lumo_ev=0.278 smiles="Cc1nnc2ccc(N3CCN(C(=O)c4ccccc4)CC3)nn12"
C -1.9190 -1.9396 3.2913
C -1.7611 -0.4875 3.0717
N -1.6246 0.4489 3.9822
N -1.4675 1.6304 3.3934
C -1.5022 1.4357 2.0923
C -1.3958 2.2856 0.9749
C -1.4570 1.7208 -0.2596
C -1.6353 0.3021 -0.3907
N -1.7749 -0.4867 0.6455
N -1.6972 0.0840 1.8421
N -1.7713 -0.2777 -1.6322
C -1.9774 -1.7136 -1.6447
H -2.3170 -1.9809 -2.6483
H -2.7541 -1.9614 -0.9232
C -0.6617 -2.4382 -1.2888
N 0.4537 -1.5608 -1.5891
C 1.2188 -1.1034 -0.5565
O 1.1144 -1.5406 0.5724
C 2.2356 -0.0631 -0.9041
C 3.2959 -0.3540 -1.7563
C 4.2560 0.6068 -2.0192
C 4.1624 1.8608 -1.4378
C 3.1162 2.1483 -0.5776
C 2.1596 1.1868 -0.3027
H 1.3520 1.4002 0.3821
H 3.0480 3.1201 -0.1121
H 4.9111 2.6100 -1.6479
H 5.0803 0.3754 -2.6776
H 3.3724 -1.3371 -2.1989
C 0.2878 -0.8607 -2.8393
H 1.1981 -0.3240 -3.1017
C -0.9042 0.1303 -2.7190
H -1.4833 0.1393 -3.6483
H -0.5265 1.1346 -2.5364
H 0.0870 -1.6079 -3.6130
H -0.6165 -2.6543 -0.2207
H -0.5622 -3.3683 -1.8568
H -1.4108 2.3371 -1.1425
H -1.2757 3.3456 1.1269
H -1.9595 -2.1381 4.3573
H -1.0710 -2.4634 2.8511
H -2.8296 -2.2974 2.8125


19
Properties=species:S:1:pos:R:3 method="wB97M-V/def2-TZVPD" e_homo_ev=-12.115 total_charge=+1 de_lowest_kcal_mol=116.1 lumo_ev=-4.437
C -0.6838 0.7650 -0.2166
C 0.7888 1.0831 -0.2369
C -1.7396 1.2570 0.3919
C 1.3569 2.2605 0.0663
C 1.0574 -1.7813 0.9087
C -0.7703 -0.4315 -1.1831
C 1.5339 -0.1529 -0.6880
N -1.0633 -1.6874 -0.7395
O 1.6763 -1.3521 -0.1105
H -2.7098 0.9346 0.1283
H -1.6847 2.0557 1.1346
H 2.3572 2.3474 -0.2712
H 0.9498 3.2238 0.0169
H 0.6779 -1.0867 1.6230
H 1.2247 -2.8889 1.1266
H -0.3430 -0.2419 -2.0934
H 2.2654 -0.1246 -1.5018
H -1.0671 -2.5747 -1.2783
H -1.5439 -1.7919 0.1442


80
Properties=species:S:1:pos:R:3 method="wB97M-V/def2-TZVPD" e_homo_ev="-7.462 / -7.461" de_lowest_kcal_mol=25.4 lumo_ev="-0.805 / -0.817" multiplicity=4
Nd 0.9529 1.0301 1.1473
O 3.5377 -0.1829 4.7770
C 3.0107 0.4275 3.7261
O 2.5555 -0.1619 2.7742
C 3.0012 1.9430 3.8407
O 2.6956 2.5506 2.6113
C 3.8256 2.7777 1.7489
C 3.9672 1.7348 0.5710
O 5.0883 1.5480 0.1331
O 2.8797 1.2378 0.1631
H 3.4740 -1.1503 4.6906
H 2.1888 2.2052 4.5344
H 3.9510 2.3035 4.2621
H 3.6587 3.7489 1.2677
H 4.7586 2.8205 2.3190
N -7.6221 0.9338 -2.4331
C -6.7001 1.0571 -1.7619
C -5.5811 1.1644 -0.9044
C -4.4623 1.9153 -1.2762
C -3.3662 1.9694 -0.4401
C -3.3596 1.2604 0.7619
C -4.5016 0.5608 1.1535
C -5.6062 0.5088 0.3291
C -2.1252 1.2235 1.5624
C -1.5612 2.4454 1.9533
C -2.1779 3.7318 1.9364
C -1.2832 4.6001 2.5038
C -0.1457 3.8342 2.8301
N -0.2942 2.5535 2.5212
C -1.6022 -0.0458 1.8905
C -2.1767 -1.3144 1.5917
C -1.4126 -2.2529 2.2432
C -0.3848 -1.5379 2.8873
N -0.4717 -0.2294 2.6813
H -4.4631 2.4430 -2.2195
H -2.4931 2.5462 -0.7122
H -4.5164 0.0702 2.1160
H -6.4888 -0.0395 0.6292
H -3.1654 3.9458 1.5759
H -1.4016 5.6520 2.6659
H 0.7645 4.1922 3.2810
H -3.0319 -1.4877 0.9650
H -1.5651 -3.3158 2.2682
H 0.3995 -1.9615 3.4944
O -0.4999 0.6797 -0.7865
N -0.1904 1.2250 -1.9555
C -0.5673 0.6056 -3.0850
C -0.1610 1.0328 -4.3226
C 0.6449 2.1731 -4.4104
C 0.9362 2.8610 -3.2628
C 0.5033 2.4080 -2.0022
S 0.7360 3.3043 -0.5839
H -1.1990 -0.2577 -2.9411
H -0.4646 0.4907 -5.2031
H 1.0055 2.5155 -5.3683
H 1.5093 3.7739 -3.2728
O 1.2143 -1.0641 0.4577
S 0.2031 -1.7701 -0.3640
C 0.9163 -1.8112 -2.0250
C 2.0269 -1.0389 -2.3096
C 2.5344 -1.0444 -3.5988
C 1.9306 -1.8144 -4.5796
C 0.8150 -2.5827 -4.2837
C 0.3036 -2.5810 -2.9999
C 0.6235 -3.5115 -0.0523
C -0.3597 -4.4838 -0.0769
C -0.0247 -5.7991 0.1985
C 1.2886 -6.1320 0.4884
C 2.2674 -5.1511 0.5189
C 1.9321 -3.8348 0.2563
H 2.4815 -0.4346 -1.5330
H 3.4000 -0.4450 -3.8364
H 2.3361 -1.8291 -5.5793
H 0.3417 -3.1802 -5.0486
H -0.5670 -3.1681 -2.7492
H -1.3803 -4.2065 -0.2925
H -0.7883 -6.5628 0.1948
H 1.5473 -7.1591 0.6962
H 3.2892 -5.4145 0.7504
H 2.6696 -3.0487 0.3026


67
Properties=species:S:1:pos:R:3 method="wB97M-V/def2-TZVPD" e_homo_ev="-10.622 / -10.785" total_charge=+1 lumo_ev="-2.490 / -2.946" multiplicity=3
V -0.3639 -0.2718 -0.0415
C -3.6956 -2.5493 0.8830
C -2.3792 -1.9398 1.2124
O -1.7750 -1.2796 0.2391
C -1.7698 -2.0358 2.4167
C -0.4692 -1.4885 2.6962
C 0.1394 -1.7289 4.0421
N 0.1893 -0.8052 1.7974
N 1.4738 -0.3616 2.1827
C 2.0564 0.1780 1.1652
O 1.4416 0.2499 -0.0034
C 3.4337 0.6912 1.2724
C 4.1893 0.8375 0.1144
C 5.5057 1.2680 0.1924
C 6.0625 1.5665 1.4274
C 5.3024 1.4354 2.5849
C 3.9911 0.9955 2.5115
H -3.5482 -3.5548 0.4826
H -4.2104 -1.9589 0.1261
H -4.3172 -2.6262 1.7724
H -2.2637 -2.5868 3.2029
H -0.5129 -2.3465 4.6551
H 0.3271 -0.7803 4.5467
H 1.1113 -2.2090 3.9334
H 3.7409 0.6094 -0.8444
H 6.0971 1.3678 -0.7086
H 7.0904 1.9004 1.4906
H 5.7356 1.6749 3.5473
H 3.3921 0.8803 3.4055
C 1.5893 0.2955 -5.3800
C 0.3546 0.0713 -4.5152
S 0.8338 -0.1330 -2.8020
O -0.4433 0.2593 -1.9950
C 0.9303 -1.9303 -2.7110
C -0.3969 -2.6607 -2.8562
H 1.2799 0.4878 -6.4059
H 2.2422 -0.5788 -5.3928
H 2.1698 1.1501 -5.0343
H -0.2249 -0.7928 -4.8319
H -0.3056 0.9392 -4.4927
H 1.3993 -2.1213 -1.7440
H 1.6556 -2.2053 -3.4813
H -1.1525 -2.2698 -2.1752
H -0.2408 -3.7126 -2.6195
H -0.7923 -2.6076 -3.8683
C -1.2603 4.8732 1.1052
N -0.4799 4.1266 2.0943
C -1.3620 3.7555 3.2029
N -2.5444 2.9973 2.7827
C -3.2650 3.7734 1.7697
N -2.4390 4.1496 0.6206
C -2.0633 2.9898 -0.1839
P -1.0663 1.7874 0.8082
C 0.1793 2.9647 1.5051
C -2.1772 1.6745 2.2851
H -0.6211 5.1289 0.2592
H -1.6016 5.7962 1.5729
H -1.7034 4.6732 3.6811
H -0.7996 3.1715 3.9316
H -3.6245 4.6889 2.2385
H -4.1258 3.2008 1.4221
H -1.4721 3.3121 -1.0424
H -2.9544 2.4895 -0.5655
H 0.8554 3.2806 0.7092
H 0.7741 2.4440 2.2577
H -1.6598 1.1163 3.0673
H -3.0745 1.1132 2.0189


42
Properties=species:S:1:pos:R:3 method="wB97M-V/def2-TZVPD" e_homo_ev=-8.475 de_lowest_kcal_mol=8.0 lumo_ev=0.271 smiles="O=C(CSc1ccccc1C(=O)O)NC1CCCCCC1"
O -0.4985 -2.9622 -1.1650
C 0.0183 -2.4879 -0.1742
N -0.4891 -1.4657 0.5311
H 0.0390 -1.1160 1.3189
C -1.6578 -0.7094 0.1218
C -2.6280 -0.6449 1.3043
C -4.0312 -0.1680 0.9208
C -4.0561 0.9246 -0.1448
H -3.7306 0.5052 -1.0967
C -3.2130 2.1556 0.1816
H -3.5945 2.6221 1.0922
H -3.3557 2.8712 -0.6316
C -1.7096 1.8843 0.3470
C -1.2084 0.6677 -0.4293
H -1.5124 0.7631 -1.4721
H -0.1145 0.6886 -0.4216
H -1.4578 1.7713 1.4015
H -1.1585 2.7581 -0.0087
H -5.0920 1.2478 -0.2764
H -4.5363 0.1886 1.8210
H -4.6035 -1.0165 0.5392
H -2.7054 -1.6500 1.7263
H -2.2105 -0.0055 2.0818
H -2.1109 -1.3002 -0.6807
C 1.3206 -3.0450 0.3899
H 1.0902 -3.7069 1.2267
H 1.8441 -3.6230 -0.3706
S 2.4298 -1.7884 1.1305
C 2.7963 -0.7388 -0.2256
C 2.3317 -0.9665 -1.5193
C 2.6509 -0.0947 -2.5413
C 3.4423 1.0225 -2.3082
C 3.9176 1.2590 -1.0367
C 3.6033 0.3906 0.0081
C 4.0998 0.6312 1.3630
O 3.8414 -0.0794 2.3110
O 4.8744 1.7186 1.4914
H 5.1631 1.7993 2.4137
H 4.5380 2.1155 -0.8255
H 3.6839 1.6964 -3.1153
H 2.2746 -0.2930 -3.5336
H 1.7150 -1.8191 -1.7445


16
Properties=species:S:1:pos:R:3 method="wB97M-V/def2-TZVPD" e_homo_ev=-8.081 de_lowest_kcal_mol=67.0 lumo_ev=-0.776
C -0.9817 -0.2628 -2.0300
C -1.4889 -1.2417 0.2291
C 2.1084 0.6037 1.3676
N -0.6619 -1.1852 -0.9597
O 1.1954 -2.0722 0.3322
S 1.7083 1.1720 -0.3128
S 0.9459 -1.4103 -0.9405
H -0.0983 0.1776 -2.2985
H -1.5214 -0.7057 -2.8849
H -1.5928 0.5392 -1.5749
H -1.2126 -0.5913 1.0300
H -2.5042 -0.9780 -0.0257
H -1.4766 -2.2253 0.5927
H 1.8139 1.4553 2.0345
H 3.2752 0.5714 1.6337
H 1.7929 -0.4323 1.5474


Strongest force on any atom (eV Å⁻¹)
2.33, 2.78, 3.29, 1.45, 3.98, 2.87, 2.76, 1.07, 3.40
E (Eh)
-4045.91655, -3527.74901, -759.17156, -1062.37330, -402.27436, -3530.93669, -3041.61159, -1300.99964, -1045.97882